[1]
{
  "formula": "C27H44IrN3P3Se",
  "method": "ωB97M-V/def2-TZVPD",
  "e_homo_ha": [-0.542, -0.546],
  "charge": 3,
  "e_above_lowest_ev": 0.914,
  "s2": 6.027,
  "multiplicity": 5,
  "homo_lumo_gap_ev": [7.09, 3.16],
  "e_lumo_ev": [-7.7, -11.7],
  "species": ["H", "H", "H", "C", "H", "C", "C", "C", "H", "H", "H", "H", "H", "H", "C", "H", "P", "H", "H", "H", "H", "H", "C", "H", "C", "N", "C", "H", "H", "H", "C", "H", "Se", "C", "H", "H", "H", "P", "H", "H", "C", "C", "H", "H", "H", "H", "C", "P", "H", "H", "N", "C", "N", "H", "C", "C", "C", "C", "H", "C", "H", "C", "Ir", "H", "H", "C", "H", "C", "H", "C", "H", "C", "H", "C", "H", "C", "H", "H", "C"],
  "coordinates": [[-2.37471, -1.27025, -3.30299], [0.06436, -2.86830, -0.98748], [-1.04648, -4.93687, 0.34962], [4.55612, 6.45091, 4.61461], [1.42176, 3.30007, 0.98846], [-3.52340, -0.79010, -0.59804], [3.68270, 5.36413, 4.29577], [-0.23306, 2.65981, 3.12490], [2.76151, 3.46682, -0.16947], [-4.55369, -0.39793, -0.67436], [-2.89261, 2.77070, 0.33203], [-3.41497, -1.27496, 0.38314], [1.48148, -2.69347, -2.77533], [-3.00753, -9.48917, -0.17000], [-1.21347, -8.34362, 0.23958], [-4.33043, 1.71077, 0.23199], [-2.36388, 0.61195, -0.71492], [1.16005, 4.04856, -1.83135], [0.05463, 3.01591, -2.78004], [-3.84737, 1.77286, -2.20247], [-1.29969, 1.91832, 1.39324], [-0.40340, 3.54377, -1.12635], [-0.66557, -7.05999, 0.37983], [-1.26105, -2.19187, -4.34075], [3.33594, 3.11224, 3.46251], [5.24468, 7.34116, 4.93466], [-2.79850, 1.45031, -2.28529], [3.45947, 2.27756, -1.87460], [-0.58127, -9.22304, 0.36709], [-0.07416, 0.16886, -5.06681], [1.48203, -1.40623, -0.15249], [-2.17061, 2.34365, -2.41234], [-3.90795, -4.51738, -0.38731], [4.11918, 4.26036, 3.57221], [-3.37525, -1.54225, -1.38366], [2.23677, -1.58658, -0.92744], [2.36605, -1.20529, -3.20502], [-0.01596, -0.76296, -2.84522], [2.74583, 2.09951, 0.95650], [3.35879, 0.62450, -1.21419], [1.53128, 4.32801, 4.60318], [-0.49759, 1.79460, 2.10246], [5.10584, 4.28839, 3.10448], [-3.10281, 1.39857, 1.48999], [1.32939, -2.00553, -4.41430], [-0.82831, 1.28903, -3.91093], [0.24113, -2.12986, -0.19140], [1.26462, 1.79726, -0.98012], [1.86900, -1.12287, 0.82656], [-2.77528, -3.57159, -0.04885], [0.41734, 0.74947, 2.06557], [1.30769, 1.04452, 2.99730], [1.01457, 2.23898, 3.63478], [1.99703, 6.27407, 5.29587], [-2.57742, -8.48790, -0.06389], [-2.83383, -6.06251, -0.10391], [1.42864, -1.75844, -3.34510], [0.43064, 3.22278, -1.77071], [-0.22097, -2.37210, 0.76546], [-3.24900, 1.73768, 0.45380], [-2.70392, 0.79367, -3.15789], [2.37224, 5.40612, 4.77596], [-0.12460, -0.06357, -0.70772], [-1.50428, -2.68007, -2.64056], [2.72505, 0.97487, -2.85102], [-3.38412, -7.35838, -0.23171], [2.15359, 0.47561, 3.36708], [-1.42574, -1.81842, -3.31796], [0.39530, -6.93363, 0.61368], [2.02458, 3.17434, 3.99146], [3.73163, 2.24060, 2.93163], [0.00859, 0.59881, -4.05766], [0.47937, 4.35937, 4.88827], [-1.47110, -5.93211, 0.22293], [-0.74741, 3.55661, 3.42306], [2.10626, 2.74063, 0.33894], [-4.44459, -7.47374, -0.46681], [0.94594, 1.16570, -3.99623], [2.83490, 1.36852, -1.83393]],
  "lowdin_charge": [0.031, 0.043, 0.084, -0.156, 0.060, -0.261, -0.218, -0.009, 0.076, 0.079, 0.068, 0.051, 0.058, 0.141, 0.032, 0.076, 0.684, 0.081, 0.032, 0.081, 0.008, 0.059, -0.012, 0.077, -0.014, 0.195, -0.226, 0.076, 0.143, 0.079, -0.249, 0.042, 1.146, -0.009, 0.007, 0.063, 0.050, 0.634, 0.042, 0.062, -0.003, -0.203, 0.135, 0.059, 0.080, 0.020, -0.278, 0.712, 0.062, -0.100, 0.012, -0.146, -0.006, 0.135, 0.003, -0.534, -0.215, -0.218, 0.069, -0.243, 0.034, 0.008, 0.800, 0.038, 0.030, -0.057, 0.147, -0.230, 0.133, -0.188, 0.107, -0.232, 0.121, -0.093, 0.125, -0.242, 0.128, 0.043, -0.221]
}

---

[2]
{
  "formula": "C27H44NO18S",
  "method": "ωB97M-V/def2-TZVPD",
  "e_homo_ha": -0.203,
  "charge": -1,
  "homo_lumo_gap_ev": 7.86,
  "e_lumo_ev": 2.3,
  "species": ["H", "H", "C", "H", "C", "O", "H", "H", "O", "O", "H", "H", "C", "C", "H", "H", "O", "O", "C", "C", "H", "C", "O", "S", "H", "H", "C", "C", "O", "N", "O", "C", "H", "H", "H", "H", "C", "H", "O", "H", "H", "H", "C", "H", "C", "H", "H", "C", "C", "H", "C", "C", "H", "H", "H", "H", "O", "H", "C", "O", "H", "C", "H", "C", "H", "C", "C", "C", "C", "H", "H", "H", "C", "H", "H", "C", "H", "O", "O", "H", "O", "O", "O", "H", "O", "H", "C", "H", "H", "H", "O"],
  "coordinates": [[0.22167, 0.37944, -26.26197], [3.84249, -7.64072, -26.75497], [-2.20144, -9.38850, -30.98040], [-2.03293, -9.96712, -30.07306], [-4.87020, -1.53356, -25.01871], [-6.15381, 1.26650, -26.79744], [-1.78599, -6.93571, -22.23582], [-4.81020, -5.24126, -25.73462], [-0.01771, -8.48117, -23.43382], [-6.89469, -0.55236, -25.74624], [-3.10619, -7.82983, -29.68029], [-4.67343, -3.04602, -27.74493], [-0.85454, -9.20023, -31.70825], [-1.23448, -7.22744, -30.58267], [-1.60772, -0.05696, -24.60352], [-4.41992, -2.39810, -25.51384], [1.99498, -5.13328, -29.18991], [3.55031, -6.57208, -28.47455], [0.26240, -5.14262, -24.20563], [-6.39596, -1.54077, -24.82616], [1.07298, -4.51170, -23.84346], [-5.04812, -3.20469, -28.75874], [3.17432, -2.72631, -25.71997], [2.24883, -1.95053, -26.47232], [-6.88578, -5.96417, -29.18656], [3.82963, -0.28115, -26.64719], [-4.21399, -4.29026, -29.43942], [-4.93188, -5.34905, -23.52321], [1.28315, -2.57289, -27.30406], [-1.92463, -3.82952, -26.98158], [-3.22938, -4.14141, -30.09181], [-5.36510, -5.72847, -24.93826], [-0.27914, -1.24869, -26.51027], [0.32067, -6.85108, -27.94913], [-4.08514, 0.55772, -25.13830], [-6.67791, -2.52443, -25.21044], [2.08611, -8.31256, -27.84938], [-6.32132, -4.66744, -21.96859], [1.48934, -1.02798, -25.40963], [4.24907, -8.53757, -28.20387], [-0.08845, -4.80127, -25.17789], [-5.39034, -6.81054, -25.08754], [0.14912, -0.59016, -25.75120], [-6.02857, -5.71113, -27.69741], [-0.22270, -7.31980, -23.63960], [-6.88545, -3.58598, -27.75144], [-4.42111, -1.63981, -24.02005], [-4.55986, -0.23452, -25.72284], [3.13694, -0.70183, -27.37051], [-7.07073, -3.51615, -29.53817], [-1.39988, -6.48730, -23.14680], [-0.64575, -0.55909, -24.48643], [-0.46438, -4.72825, -22.14533], [-4.12936, -6.02725, -23.23655], [-6.28484, -6.38626, -22.18665], [-3.90932, -0.35039, -26.59106], [-1.10895, -4.53817, -27.55889], [-4.47049, -4.36132, -23.57969], [-0.82104, -5.09054, -23.11044], [-2.28635, -2.72336, -27.43849], [-4.87618, -2.26788, -29.27811], [-2.56354, -7.95019, -30.61545], [-0.16277, -10.00254, -31.45618], [-7.28891, -5.23016, -23.78365], [3.73932, -1.27526, -28.07971], [-6.44661, -3.85257, -28.71285], [1.37043, -6.97576, -27.70450], [2.27466, -6.06555, -28.51882], [-5.90884, 0.27892, -26.16893], [-2.15579, -6.55628, -23.93478], [-2.94670, -9.84781, -31.62485], [2.45635, -0.04663, -27.89743], [-6.12132, -5.34252, -28.72396], [-3.22106, -7.45957, -31.33750], [1.94001, -9.02748, -27.03811], [-6.23046, -5.44338, -22.72798], [1.46468, -6.69403, -26.64757], [-1.03124, -6.15788, -30.11746], [-6.76626, -5.30153, -25.01559], [-0.89997, -1.58514, -24.20858], [-2.48148, -4.25369, -25.91893], [-0.29470, -7.96868, -31.24885], [-4.85251, -5.49415, -29.35269], [-0.09088, -0.07722, -23.68329], [0.62119, -6.53464, -24.32101], [-1.00258, -9.16468, -32.78953], [3.53571, -7.82429, -27.79090], [1.83391, -8.79796, -28.79490], [-6.81770, -1.36148, -23.84308], [-1.59043, -4.35850, -23.37899], [-8.46091, -5.03358, -23.61237]],
  "lowdin_charge": [0.122, 0.122, -0.149, 0.110, -0.156, 0.110, 0.120, 0.099, 0.103, 0.019, 0.120, 0.091, -0.172, -0.473, 0.067, 0.083, 0.151, 0.005, -0.119, -0.131, 0.123, -0.065, -0.274, 0.547, 0.120, 0.067, -0.470, -0.143, -0.250, -0.585, 0.142, -0.124, 0.095, 0.109, 0.121, 0.107, -0.148, 0.123, -0.263, 0.116, 0.103, 0.130, -0.261, 0.101, -0.496, 0.101, 0.113, -0.078, -0.117, 0.111, -0.088, -0.057, 0.111, 0.093, 0.126, 0.127, 0.005, 0.109, -0.154, -0.058, 0.128, -0.080, 0.115, -0.513, 0.074, -0.131, -0.067, -0.470, -0.486, 0.116, 0.105, 0.070, -0.164, 0.130, 0.112, -0.065, 0.116, 0.157, 0.004, 0.079, -0.106, 0.013, 0.009, 0.079, 0.022, 0.117, -0.183, 0.109, 0.123, 0.094, 0.105]
}

---

[3]
{
  "formula": "C27H45BiNO2P2",
  "method": "ωB97M-V/def2-TZVPD",
  "e_homo_ha": [-0.325, -0.319],
  "charge": 1,
  "homo_lumo_gap_ev": [5.51, 5.61],
  "e_lumo_ev": [-3.3, -3.1],
  "species": ["H", "C", "H", "H", "H", "H", "H", "H", "H", "C", "H", "C", "C", "C", "H", "C", "C", "H", "H", "C", "H", "H", "H", "C", "H", "C", "H", "H", "P", "H", "C", "H", "O", "Bi", "C", "H", "H", "H", "C", "H", "C", "H", "N", "C", "P", "C", "C", "H", "C", "H", "C", "H", "H", "H", "H", "C", "H", "C", "H", "H", "H", "H", "C", "C", "H", "H", "H", "C", "H", "H", "C", "C", "H", "H", "O", "H", "H", "C"],
  "coordinates": [[-2.57265, 2.24881, 5.66008], [-0.12100, -0.31174, -4.25533], [3.20169, -0.06772, -5.17957], [1.86519, -3.87945, -4.17841], [-2.52758, -3.06150, -2.33729], [1.82079, 4.04476, 1.54830], [-1.11314, 5.58458, 0.81690], [-0.40474, -3.26508, -5.14070], [3.43884, -0.43545, -2.64534], [0.39151, -1.48543, -1.48157], [2.45769, 1.17269, -4.19310], [-0.30883, -4.06468, 3.02919], [1.52496, -2.83569, -4.26520], [-2.56851, 1.81930, 4.64616], [-1.19504, -4.70974, 2.91591], [1.04007, -0.11567, -5.17843], [-3.43770, 3.24484, 1.95424], [2.27830, 3.21880, 3.05238], [-1.74885, -1.61065, -3.80770], [2.37897, 0.10689, -4.46287], [0.15678, 4.49248, 0.23218], [-3.53382, -2.38970, -0.97502], [1.41772, 1.74173, -0.65672], [1.58087, 3.93871, 2.61139], [3.85336, -2.09316, -0.88770], [3.26415, -1.72709, -0.02729], [0.51146, -2.57622, -1.49569], [0.36938, -3.24859, 4.92323], [-1.51815, -1.19539, -1.31913], [1.86480, -2.52049, -5.25866], [2.13364, 1.05490, -1.15130], [0.08777, 2.61354, 6.01350], [0.02969, -3.54248, 0.67366], [-0.17235, 0.06314, 0.46577], [2.19139, -2.05950, -3.17698], [-3.99418, 2.33369, 2.20569], [-2.08544, -3.40434, -0.60136], [0.39643, 1.14201, 5.06238], [-0.30823, 2.77295, 3.92253], [-3.60079, 1.80337, 4.28023], [-0.01746, -2.85520, -4.19367], [-2.19923, 0.78370, 4.72742], [-0.28669, -1.79807, 2.19199], [2.59116, -0.76481, -3.24945], [1.96106, -0.72570, -0.70329], [-0.45853, -3.13954, 4.20267], [-1.70081, 2.58014, 3.73744], [2.84855, -2.56682, 0.56122], [-0.90941, 3.77356, 1.93655], [2.02135, 1.17957, -2.23903], [-0.67229, -1.51450, -3.95309], [-2.32390, 0.20752, -3.11055], [-0.32562, -3.57951, -3.42084], [-3.41546, 3.34917, 0.86246], [1.77938, 4.91219, 3.08393], [-0.85195, 4.52475, 0.66358], [-3.01190, 0.70234, -1.54330], [-0.45243, -1.72147, 3.57567], [0.52775, -0.91533, -2.40266], [-1.56199, 4.11445, -0.06707], [3.90276, -1.11059, 0.63600], [3.14067, 1.37308, -0.83390], [0.47284, 2.24152, 5.05184], [-0.16343, -3.12516, 1.81629], [-0.63566, 0.61756, -4.05022], [1.52608, 2.53194, 4.96653], [2.49818, -2.68691, -2.34595], [-2.51212, -2.66460, -1.30563], [0.57173, -4.71865, 3.12034], [-1.39640, -3.32346, 4.75309], [-2.09052, 0.37167, -2.05275], [-2.07404, 3.19920, 2.51466], [-4.01407, 4.09663, 2.34912], [-1.35715, 1.19304, -1.96771], [-0.58577, -0.70145, 4.23567], [0.82572, 0.78082, -5.78200], [1.12189, -0.92762, -5.91365], [0.18322, 3.50912, 2.80994]],
  "lowdin_charge": [0.098, -0.116, 0.135, 0.130, 0.048, 0.059, 0.105, 0.135, 0.099, -0.608, 0.110, -0.105, -0.156, -0.026, 0.126, -0.172, -0.061, 0.069, 0.088, -0.163, 0.067, 0.072, -0.018, -0.065, 0.052, -0.219, 0.061, 0.127, 0.713, 0.111, -0.291, 0.098, -0.031, 1.371, -0.161, 0.071, 0.059, 0.069, -0.186, 0.074, -0.151, 0.069, -0.038, -0.218, 0.718, -0.097, -0.193, 0.071, -0.206, 0.029, -0.199, 0.034, 0.114, 0.062, 0.090, -0.031, 0.066, -0.472, -0.022, 0.069, 0.074, 0.077, -0.022, -0.510, 0.097, 0.074, 0.095, -0.228, 0.125, 0.127, -0.298, -0.231, 0.091, 0.035, 0.023, 0.128, 0.110, -0.231]
}